Arrangement 1

Entry from the Open Molecules 2025 dataset: 8 unconnected molecules or ions with the total composition C33H34BF4O19 (the ωB97M-V functional and the def2-TZVPD basis).

Structure (XYZ):
```
91
C33H34BF4O19 | the Open Molecules 2025 dataset | the ωB97M-V functional and the def2-TZVPD basis
B 0.21 -0.34 0.69
F -0.16 0.67 1.57
F -0.66 -1.49 0.72
F 0.38 0.06 -0.57
F 1.50 -0.94 1.02
C 0.20 -8.00 -2.47
C 1.05 -7.17 -3.44
C 1.26 -5.75 -3.30
O 1.79 -5.04 -4.11
C 0.69 -5.09 -2.14
C -0.17 -5.89 -1.11
C -0.38 -7.37 -1.19
O -0.91 -8.05 -0.37
O -0.61 -5.25 0.14
O 1.60 -7.65 -4.53
H -0.03 -9.02 -2.68
H 0.74 -4.03 -2.05
H -0.40 -4.39 0.17
H 2.09 -7.18 -5.22
C -4.38 -2.97 -3.82
C -3.69 -2.63 -2.49
C -4.41 -1.84 -1.49
O -3.89 -1.60 -0.41
C -5.79 -1.42 -1.70
C -6.45 -1.73 -3.08
C -5.75 -2.56 -4.11
O -6.32 -2.89 -5.22
O -7.48 -1.02 -3.40
O -2.37 -2.94 -2.22
H -3.81 -3.53 -4.46
H -6.27 -0.78 -1.00
H -7.76 -0.48 -2.75
H -2.19 -2.82 -1.17
C 0.67 3.11 -5.63
C -0.50 2.21 -5.96
C -1.15 1.33 -4.99
O -2.17 0.72 -5.13
C -0.44 1.22 -3.72
C 0.88 1.92 -3.45
C 1.47 2.85 -4.40
O 2.50 3.47 -4.23
O 1.58 1.90 -2.27
O -1.19 2.18 -7.20
H 0.87 3.93 -6.49
H -1.04 0.81 -3.03
H 1.11 1.41 -1.69
H -1.96 1.94 -7.12
C 2.86 1.07 5.74
C 1.74 0.70 4.60
C 0.63 -0.05 5.03
O -0.29 -0.25 4.16
C 0.64 -0.77 6.32
C 1.70 -0.42 7.30
C 2.86 0.39 7.03
O 3.76 0.59 7.78
O 1.67 -0.86 8.61
O 1.74 1.32 3.42
H 3.74 1.69 5.48
H -0.28 -1.30 6.63
H 0.81 -1.38 8.63
H 0.95 1.00 3.02
C 6.16 1.18 3.43
C 5.92 0.74 2.02
O 6.81 0.30 1.41
C 4.56 0.91 1.39
H 5.54 2.25 3.56
H 7.11 1.26 3.83
H 5.70 0.40 4.07
H 3.68 0.39 1.94
H 4.47 0.55 0.42
H 4.31 2.02 1.30
C 0.86 3.93 1.42
C 0.82 4.58 2.71
O -0.29 4.86 3.18
C 1.98 4.60 3.68
H -0.08 3.45 0.75
H 1.53 3.20 0.86
H 1.09 5.05 1.06
H 2.09 5.71 4.12
H 2.85 4.24 3.11
H 2.15 3.69 4.46
C -2.87 4.90 0.43
C -3.28 3.73 -0.36
O -4.38 3.81 -0.92
C -2.41 2.43 -0.48
H -1.77 5.23 0.24
H -2.82 4.78 1.75
H -3.62 5.81 0.20
H -2.34 1.95 0.51
H -1.41 2.65 -1.17
H -3.11 1.82 -1.22
```

The HOMO energy is -6.97 eV. The calculation puts the orbital gap at 6.66 eV. Its total charge is -1.

Atomic partial charges in e from the Löwdin method, atoms 1 to 5:
1. B -1.25
2. F 0.12
3. F 0.06
4. F 0.17
5. F 0.03

***

Arrangement 2

Entry from the Open Molecules 2025 dataset: 8 unconnected molecules or ions with the total composition C33H34BF4O19 (the ωB97M-V functional and the def2-TZVPD basis).

Structure (XYZ):
```
91
C33H34BF4O19 | the Open Molecules 2025 dataset | the ωB97M-V functional and the def2-TZVPD basis
B -0.16 0.49 0.07
F -0.26 1.86 -0.17
F 1.12 0.24 0.69
F -1.18 0.08 0.80
F -0.04 -0.07 -1.13
C 3.76 6.40 -0.18
C 4.48 5.51 0.84
C 3.93 4.28 1.16
O 4.48 3.60 2.05
C 2.68 3.76 0.49
C 2.05 4.52 -0.60
C 2.61 5.85 -0.98
O 2.08 6.63 -1.83
O 0.86 4.18 -1.21
O 5.57 5.97 1.49
H 3.94 7.40 -0.60
H 2.33 2.69 0.77
H 0.80 3.22 -1.02
H 6.12 5.37 1.87
C 4.61 -4.62 1.17
C 3.78 -3.31 0.86
C 4.53 -2.11 0.35
O 3.90 -1.03 0.17
C 5.95 -2.22 0.17
C 6.71 -3.50 0.61
C 5.99 -4.74 0.94
O 6.58 -5.70 1.07
O 8.08 -3.56 0.42
O 2.46 -3.21 1.20
H 4.06 -5.37 1.48
H 6.49 -1.40 -0.29
H 8.19 -4.49 0.38
H 2.09 -2.23 0.92
C -4.35 -1.21 -6.76
C -4.30 -2.74 -6.56
C -3.46 -3.37 -5.43
O -3.23 -4.59 -5.44
C -2.65 -2.44 -4.63
C -2.73 -0.97 -4.85
C -3.59 -0.35 -5.85
O -3.74 0.84 -5.94
O -1.99 -0.09 -4.05
O -5.04 -3.65 -7.29
H -5.00 -0.83 -7.42
H -2.03 -2.71 -3.85
H -1.22 -0.51 -3.69
H -4.69 -4.53 -7.14
C -4.19 -6.05 -0.46
C -2.95 -6.35 -1.32
C -1.84 -5.50 -1.17
O -0.84 -5.72 -1.74
C -1.92 -4.33 -0.26
C -3.15 -3.99 0.56
C -4.30 -4.97 0.51
O -5.33 -4.77 1.07
O -3.27 -2.74 1.05
O -2.93 -7.31 -2.26
H -5.01 -6.75 -0.63
H -0.90 -3.64 -0.19
H -2.54 -2.36 0.98
H -2.14 -7.26 -2.65
C 0.01 4.11 2.88
C 0.66 5.49 2.85
O 1.72 5.75 3.37
C 0.01 6.59 2.01
H 0.79 3.50 3.54
H 0.16 3.76 1.90
H -0.85 4.22 3.46
H 0.25 7.58 2.14
H -1.19 6.67 2.35
H 0.02 6.35 0.95
C -4.19 1.61 0.56
C -5.21 1.05 -0.42
O -5.27 1.60 -1.54
C -6.25 0.07 0.13
H -3.32 1.04 0.44
H -4.73 1.53 1.65
H -4.13 2.72 0.64
H -6.57 -0.51 -0.71
H -7.04 0.71 0.53
H -5.87 -0.59 0.93
C 1.48 1.48 5.66
C 2.52 0.62 4.82
O 3.11 -0.28 5.28
C 2.72 1.00 3.39
H 1.15 0.95 6.68
H 0.58 1.51 5.06
H 1.91 2.37 5.95
H 3.32 0.41 2.81
H 3.23 1.86 3.28
H 1.74 1.26 2.88
```

The HOMO energy is -7.00 eV. The calculation puts the orbital gap at 6.75 eV. Its total charge is -1.

Atomic partial charges in e from the Löwdin method, atoms 1 to 5:
1. B -1.42
2. F 0.11
3. F 0.05
4. F 0.20
5. F 0.18

***

Most stable of them? arrangement 2.

***

Arrangement 1

Entry from the Open Molecules 2025 dataset: a single C3H3FN2S molecule (the ωB97M-V functional and the def2-TZVPD basis).

Structure (XYZ):
```
10
C3H3FN2S | the Open Molecules 2025 dataset | the ωB97M-V functional and the def2-TZVPD basis
F -0.22 2.08 -0.17
C 0.27 0.88 -0.13
C 1.53 0.53 -0.17
N 1.49 -0.90 -0.32
C 0.26 -1.32 -0.11
N -0.64 -0.21 0.10
S -2.25 -0.06 -0.32
H 2.50 1.10 -0.09
H -0.26 -2.27 0.14
H -2.68 0.17 1.06
```

The HOMO energy is -9.25 eV. The calculation puts the orbital gap at 9.72 eV.

Atomic partial charges in e from the Löwdin method, atoms 1 to 5:
1. F 0.10
2. C -0.43
3. C -0.06
4. N 0.04
5. C -0.19

***

Arrangement 2

Entry from the Open Molecules 2025 dataset: a single C3H3FN2S molecule (the ωB97M-V functional and the def2-TZVPD basis).

Structure (XYZ):
```
10
C3H3FN2S | the Open Molecules 2025 dataset | the ωB97M-V functional and the def2-TZVPD basis
F 0.02 2.39 -0.15
C -0.26 1.12 -0.08
N -1.56 0.72 -0.10
C -1.48 -0.57 -0.12
N -0.17 -1.00 -0.13
C 0.64 0.09 -0.11
S 2.42 0.18 -0.19
H -2.30 -1.26 -0.11
H 0.14 -1.99 -0.13
H 2.54 0.33 1.12
```

The HOMO energy is -8.91 eV. The calculation puts the orbital gap at 9.54 eV.

Atomic partial charges in e from the Löwdin method, atoms 1 to 5:
1. F 0.11
2. C -0.42
3. N 0.14
4. C -0.18
5. N 0.04

***

Most stable of them? arrangement 2.

***

Arrangement 1

Entry from the Open Molecules 2025 dataset: a single C3H2N4 molecule (the ωB97M-V functional and the def2-TZVPD basis).

Structure (XYZ):
```
9
C3H2N4 | the Open Molecules 2025 dataset | the ωB97M-V functional and the def2-TZVPD basis
N 2.79 1.13 0.94
C 1.75 1.05 0.44
C 0.65 -0.47 -0.92
C -0.62 -0.98 -0.67
N -1.28 -0.13 0.17
N -0.58 0.89 0.56
N 0.57 0.66 -0.12
H -1.03 -1.93 -0.94
H -2.23 -0.22 0.53
```

The HOMO energy (spin up / spin down) is -9.45 / -9.45 eV. The calculation puts the orbital gap (spin up / spin down) at 9.22 / 9.22 eV.

Atomic partial charges in e from the Löwdin method, atoms 1 to 5:
1. N 0.18
2. C -0.24
3. C -0.03
4. C -0.13
5. N 0.01

***

Arrangement 2

Entry from the Open Molecules 2025 dataset: a single C3H2N4 molecule (the ωB97M-V functional and the def2-TZVPD basis).

Structure (XYZ):
```
9
C3H2N4 | the Open Molecules 2025 dataset | the ωB97M-V functional and the def2-TZVPD basis
N -3.17 -0.24 -0.11
C -2.02 -0.53 0.14
C -0.50 -0.51 0.05
C 0.06 0.78 0.14
N 1.41 0.46 -0.10
N 1.64 -0.92 0.03
N 0.56 -1.48 -0.03
H -0.33 1.70 -0.05
H 2.36 0.75 -0.06
```

The HOMO energy is -10.27 eV. The calculation puts the orbital gap at 10.50 eV.

Atomic partial charges in e from the Löwdin method, atoms 1 to 5:
1. N 0.12
2. C -0.14
3. C -0.22
4. C 0.01
5. N 0.02

***

Most stable of them? arrangement 2.

***

Arrangement 1

Entry from the Open Molecules 2025 dataset: a gas-phase ion, C7H10N3S (charge +1) (the ωB97M-V functional and the def2-TZVPD basis).

Structure (XYZ):
```
21
C7H10N3S | the Open Molecules 2025 dataset | the ωB97M-V functional and the def2-TZVPD basis
C -0.68 1.30 -1.78
C -1.07 1.62 -0.54
N -0.51 0.95 0.64
N -1.10 -0.38 0.62
C -0.50 -1.50 0.38
C -1.19 -2.84 0.42
N 0.85 -1.45 0.07
C 1.66 -0.38 -0.10
S 2.87 -0.26 -1.07
C 0.91 1.06 0.66
C 1.53 2.20 0.98
H -1.13 1.88 -2.59
H 0.19 0.78 -2.11
H -1.90 2.28 -0.38
H -0.92 1.28 1.48
H -0.37 -3.56 0.34
H -1.87 -2.85 -0.42
H -1.63 -2.99 1.30
H 1.23 -2.46 -0.20
H 0.98 3.00 1.38
H 2.65 2.31 0.89
```

The HOMO energy is -12.94 eV. The calculation puts the orbital gap at 8.63 eV. Its total charge is +1.

Atomic partial charges in e from the Löwdin method, atoms 1 to 5:
1. C 0.11
2. C -0.07
3. N -0.08
4. N 0.14
5. C -0.30

***

Arrangement 2

Entry from the Open Molecules 2025 dataset: a gas-phase ion, C7H10N3S (charge +1) (the ωB97M-V functional and the def2-TZVPD basis).

Structure (XYZ):
```
21
C7H10N3S | the Open Molecules 2025 dataset | the ωB97M-V functional and the def2-TZVPD basis
C -1.60 0.06 1.58
C -1.20 1.43 1.56
C 0.00 1.66 -0.50
C -1.85 -1.13 1.05
C 1.25 -2.61 0.77
C 0.98 -1.68 -0.12
C 0.01 2.59 -1.62
N 0.32 0.45 -0.71
N -0.50 2.16 0.70
N 0.60 -0.43 0.26
S -1.61 1.04 3.18
H -1.76 -1.31 -0.12
H -2.30 -1.88 1.60
H 1.62 -3.59 0.48
H 1.29 -2.42 1.85
H 1.22 -1.67 -1.18
H -0.96 3.14 -1.64
H 0.09 2.11 -2.59
H 0.77 3.34 -1.46
H -0.40 3.10 0.87
H 0.57 -0.33 1.28
```

The HOMO energy (spin up / spin down) is -11.68 / -11.68 eV. The calculation puts the orbital gap (spin up / spin down) at 5.98 / 5.98 eV. Its total charge is +1.

Atomic partial charges in e from the Löwdin method, atoms 1 to 5:
1. C -0.43
2. C -0.49
3. C -0.37
4. C 0.09
5. C 0.03

***

Most stable of them? arrangement 1.